The following is a quantum chemistry calculation of 2 unconnected molecules or ions with the total composition C5H13NO2 at a distorted geometry, from OMol25.

Geometry as XYZ:
```
21
Properties=species:S:1:pos:R:3:nbo_charge:R:1
O -1.054 0.130 -0.930 -0.764
O -1.065 -2.529 -1.397 -0.990
N 1.159 0.831 -1.071 -0.665
C -0.259 1.995 0.606 -0.712
C 1.652 -0.466 -1.561 -0.402
C -0.934 -0.625 1.803 -0.662
C -0.075 0.625 -0.278 0.475
C 0.087 0.263 1.116 -0.004
H 1.029 0.189 1.647 0.225
H -0.521 -0.994 2.741 0.220
H -1.958 -2.843 -1.268 0.459
H 1.028 -0.850 -2.358 0.230
H 1.625 -1.110 -0.673 0.169
H 0.252 2.389 1.502 0.276
H -1.325 2.156 0.776 0.260
H -1.080 -1.401 1.046 0.273
H -1.087 -1.559 -1.210 0.500
H 1.652 1.579 -0.607 0.362
H 0.055 2.768 -0.110 0.308
H -1.891 -0.151 2.037 0.240
H 2.710 -0.397 -1.811 0.203
```

## Properties
F_max, eV/A: 4.9
Multiplicity: 1
Frontier orbital gap, eV: 8.868
Relative energy (zero: lowest compared OMol25 entry of this formula, charge and spin), kcal/mol: 110.7
E_tot, eV: -10977.0775
HOMO level, eV: -8.788

---

The following is a quantum chemistry calculation of 2 unconnected molecules or ions with the total composition C5H13NO2 at a distorted geometry, from OMol25.

Geometry as XYZ:
```
21
Properties=species:S:1:pos:R:3:nbo_charge:R:1
O -5.382 1.065 0.308 -0.975
O -3.245 -0.151 0.701 -0.661
N -1.679 -1.872 0.557 -0.429
C -1.126 -3.100 0.984 -0.213
C -2.753 -1.241 1.090 0.552
C -0.945 -1.149 -0.536 -0.219
C 0.000 0.000 0.000 -0.620
C -0.226 -2.899 2.227 -0.625
H -0.519 0.872 0.432 0.226
H -0.531 -2.011 2.805 0.217
H -0.605 -3.629 0.163 0.216
H 0.738 -0.369 0.732 0.203
H 0.804 -2.747 1.864 0.208
H -3.140 -1.917 1.890 0.120
H -0.237 -3.776 2.896 0.218
H -5.395 2.038 0.457 0.452
H -4.578 0.753 0.781 0.494
H -0.237 -1.843 -1.028 0.195
H -1.621 -0.748 -1.316 0.230
H 0.537 0.323 -0.908 0.211
H -1.965 -3.741 1.318 0.201
```

## Properties
F_max, eV/A: 4.1
Multiplicity: 1
SMILES string: CCN(C=O)CC.O
Frontier orbital gap, eV: 10.401
Relative energy (zero: lowest compared OMol25 entry of this formula, charge and spin), kcal/mol: 29.4
E_tot, eV: -10980.6039
HOMO level, eV: -9.656

---

The following is a quantum chemistry calculation of 2 unconnected molecules or ions with the total composition C5H13NO2 at a distorted geometry, from OMol25.

Geometry as XYZ:
```
21
Properties=species:S:1:pos:R:3:nbo_charge:R:1
O -1.778 -2.870 1.103 -0.525
O 0.426 -1.116 -2.789 -0.928
N 1.190 1.826 0.248 -0.609
C -1.079 -1.894 1.257 0.428
C 0.630 0.852 1.193 -0.232
C 1.358 1.193 -1.096 -0.444
C -0.901 0.628 1.242 -0.425
C -1.308 -0.626 0.489 -0.541
H 1.056 1.166 2.156 0.198
H 0.957 -1.867 -2.480 0.468
H -1.337 0.619 2.237 0.216
H 0.959 0.201 -1.217 0.203
H 1.051 1.813 -1.935 0.196
H -1.220 1.534 0.719 0.209
H -0.973 -0.687 -0.550 0.254
H 0.491 2.520 0.143 0.339
H -0.342 -1.643 -3.046 0.470
H 2.442 1.054 -1.182 0.186
H 1.136 -0.118 1.143 0.181
H -2.382 -0.620 0.255 0.239
H -0.377 -1.964 2.108 0.117
```

## Properties
F_max, eV/A: 2.4
Multiplicity: 1
SMILES string: CNCCCC=O.O
Frontier orbital gap, eV: 9.460
Relative energy (zero: lowest compared OMol25 entry of this formula, charge and spin), kcal/mol: 59.1
E_tot, eV: -10979.3175
HOMO level, eV: -8.928

---

The following is a quantum chemistry calculation of 3 unconnected molecules or ions with the total composition C5H13NO2 at a distorted geometry, from OMol25.

Geometry as XYZ:
```
21
Properties=species:S:1:pos:R:3:nbo_charge:R:1
O 2.337 2.189 -3.038 -0.956
O 2.565 2.623 -0.324 -0.934
N -0.463 -1.037 2.349 -0.827
C -0.892 -1.233 0.009 -0.368
C -0.953 -1.740 1.236 0.209
C -0.981 0.204 -0.422 -0.199
C -1.972 0.917 -0.869 -0.386
C -1.238 -3.178 1.540 -0.657
H 2.159 1.922 0.111 0.480
H -0.121 -0.154 2.319 0.382
H -0.366 -3.742 2.141 0.200
H 2.139 3.417 -0.059 0.477
H 3.234 2.234 -3.268 0.452
H -1.994 2.038 -0.970 0.206
H 0.073 0.691 -0.477 0.166
H -0.192 -1.688 3.145 0.387
H 2.440 2.702 -2.150 0.482
H -2.048 -3.510 2.220 0.237
H -1.455 -3.641 0.548 0.235
H -0.694 -1.779 -0.895 0.221
H -2.936 0.451 -1.173 0.193
```

## Properties
F_max, eV/A: 5.5
Multiplicity: 1
SMILES string: C=C/C=C(/C)N.O.O
Frontier orbital gap, eV: 8.295
Relative energy (zero: lowest compared OMol25 entry of this formula, charge and spin), kcal/mol: 90.9
E_tot, eV: -10977.9370
HOMO level, eV: -7.795

---

The following is a quantum chemistry calculation of 2 unconnected molecules or ions with the total composition C5H13NO2 at a distorted geometry, from OMol25.

Geometry as XYZ:
```
21
Properties=species:S:1:pos:R:3:nbo_charge:R:1
O 2.079 0.024 1.063 -0.614
O -1.743 -2.556 0.406 -0.934
N 0.079 0.747 0.309 -0.453
C -1.755 0.252 -1.338 -0.624
C 1.397 -0.869 -1.021 -0.713
C 1.228 0.025 0.199 0.678
C 0.013 1.580 1.499 -0.429
C -0.680 1.244 -0.842 -0.213
H -2.719 0.438 -0.879 0.213
H 1.335 -0.365 -1.981 0.226
H -1.269 2.089 -0.574 0.209
H 0.721 -1.719 -0.981 0.210
H -0.912 2.135 1.571 0.201
H 0.195 0.983 2.391 0.222
H -1.353 -0.754 -1.304 0.221
H 0.057 1.475 -1.610 0.193
H -1.828 -1.739 0.918 0.475
H 2.380 -1.304 -0.885 0.248
H -1.953 0.426 -2.404 0.212
H 0.900 2.215 1.650 0.209
H -0.841 -2.592 0.087 0.464
```

## Properties
F_max, eV/A: 1.8
Multiplicity: 1
SMILES string: CCN(C)C(C)=O.O
Frontier orbital gap, eV: 10.124
Relative energy (zero: lowest compared OMol25 entry of this formula, charge and spin), kcal/mol: 27.6
E_tot, eV: -10980.6806
HOMO level, eV: -9.431

---

The following is a quantum chemistry calculation of 3 unconnected molecules or ions with the total composition C5H13NO2 at a distorted geometry, from OMol25.

Geometry as XYZ:
```
21
Properties=species:S:1:pos:R:3:nbo_charge:R:1
O 0.592 -0.951 -1.585 -0.760
O 1.398 1.585 1.002 -0.717
N -1.655 0.311 -0.583 -0.331
C -1.930 -0.934 -0.267 -0.175
C 1.286 0.031 -0.832 -0.084
C 0.743 -0.679 1.534 -0.641
C 0.664 0.460 0.516 0.225
C -0.770 1.034 0.323 -0.283
H 1.787 -0.877 1.789 0.211
H -0.530 0.246 -2.527 -0.052
H 2.300 -0.338 -0.641 0.173
H -0.406 -1.138 -1.295 0.490
H -2.713 -1.446 -0.815 0.198
H 0.329 -1.603 1.137 0.221
H -0.650 2.039 -0.082 0.227
H 0.238 -0.411 2.461 0.215
H 1.377 0.930 -1.456 0.183
H -1.880 -1.251 0.774 0.176
H -1.207 0.594 -2.067 0.043
H 2.265 1.291 1.305 0.471
H -1.238 1.107 1.309 0.210
```

## Properties
F_max, eV/A: 3.9
Multiplicity: 1
Frontier orbital gap, eV: 8.542
Relative energy (zero: lowest compared OMol25 entry of this formula, charge and spin), kcal/mol: 120.5
E_tot, eV: -10976.6533
HOMO level, eV: -8.662

---

What is the formula in the third record? C5H13NO2

---

Which value of relative energy (zero: lowest compared OMol25 entry of this formula, charge and spin) does entry 2 give? 29.4 kcal/mol